No. 1
Below is the molecule C3H9N3O in a non-equilibrium geometry, with properties calculated with ωB97M-V/def2-TZVPD.

Geometry (Å):
H (-0.261, 1.897, -1.111)
N (-0.828, 2.218, -0.321)
C (-1.251, 1.227, 0.333)
N (-0.937, -0.115, 0.069)
N (-1.965, -1.014, 0.376)
O (-0.267, -0.348, -1.177)
C (0.968, -0.893, -0.045)
C (1.956, 0.227, 0.076)
H (-1.892, 1.339, 1.201)
H (-1.561, -1.942, 0.470)
H (-2.618, -1.048, -0.410)
H (0.736, -1.357, 0.915)
H (1.271, -1.680, -0.727)
H (2.231, 0.612, -0.903)
H (2.851, -0.164, 0.569)
H (1.565, 1.041, 0.684)

Computed properties:
E_LUMO   0.87 eV
Structure (SMILES)   [H]/N=C\N(N)OCC
Net charge   0

***

No. 2
Below is C17H18ClF6IN3O4PtS2Si as an isolated structure, with properties calculated with ωB97M-V/def2-TZVPD.

Geometry (Å):
Pt (-0.093, 0.228, -0.948)
F (-3.605, 0.003, 1.990)
C (-3.750, 1.291, 1.727)
F (-3.947, 1.949, 2.873)
F (-4.835, 1.448, 0.962)
S (-2.296, 2.011, 0.834)
O (-2.086, 1.044, -0.236)
O (-2.755, 3.311, 0.452)
N (-1.131, 2.152, 1.862)
S (-0.279, 1.011, 2.562)
O (-0.872, -0.289, 2.579)
O (1.127, 1.145, 2.293)
C (-0.417, 1.622, 4.296)
F (0.090, 2.851, 4.425)
F (-1.686, 1.644, 4.702)
F (0.268, 0.804, 5.102)
Cl (6.087, 3.525, -1.326)
C (4.834, 2.307, -1.356)
C (4.616, 1.522, -0.239)
C (3.611, 0.562, -0.274)
C (2.816, 0.373, -1.407)
C (1.704, -0.620, -1.391)
C (3.078, 1.176, -2.519)
C (4.072, 2.139, -2.502)
H (5.221, 1.660, 0.647)
H (3.419, -0.041, 0.607)
H (1.896, -1.360, -0.612)
H (1.629, -1.153, -2.341)
H (2.464, 1.057, -3.404)
H (4.256, 2.763, -3.366)
C (-0.507, -5.613, -1.302)
Si (-1.798, -4.404, -0.666)
C (-3.349, -4.587, -1.708)
C (-2.212, -4.848, 1.110)
C (-1.172, -2.715, -0.765)
C (-0.740, -1.574, -0.811)
H (-0.878, -6.642, -1.284)
H (0.395, -5.562, -0.689)
H (-0.227, -5.366, -2.328)
H (-3.735, -5.609, -1.671)
H (-3.141, -4.335, -2.750)
H (-4.128, -3.911, -1.352)
H (-2.632, -5.855, 1.188)
H (-2.935, -4.139, 1.517)
H (-1.316, -4.799, 1.732)
I (-0.661, 6.360, -1.363)
C (0.144, 4.515, -0.956)
C (1.147, 4.219, -0.058)
N (1.334, 2.898, -0.120)
N (0.514, 2.312, -0.994)
C (-0.225, 3.288, -1.512)
H (1.719, 4.844, 0.604)
H (1.946, 2.317, 0.435)
H (-0.978, 3.070, -2.250)

Computed properties:
E_LUMO   2.04 eV
Net charge   -1

***

No. 3
Below is C5H10O2 as an isolated structure, with properties calculated with ωB97M-V/def2-TZVPD.

Geometry (Å):
C (-2.319, -0.369, 0.667)
C (-2.218, 0.640, -0.451)
O (-2.119, 1.832, -0.279)
C (0.659, -0.320, -0.589)
C (2.022, 0.369, -0.659)
C (2.183, -0.160, 0.775)
O (0.902, -0.814, 0.734)
H (-3.334, -0.320, 1.076)
H (-2.126, -1.387, 0.314)
H (-1.608, -0.124, 1.462)
H (-2.225, 0.221, -1.482)
H (-0.155, 0.399, -0.603)
H (0.444, -1.125, -1.301)
H (2.717, -0.029, -1.400)
H (1.956, 1.455, -0.753)
H (2.222, 0.608, 1.557)
H (2.998, -0.876, 0.931)

Computed properties:
E_LUMO   1.00 eV
Net charge   0

***

No. 4
Below is the molecule C7H12O in a non-equilibrium geometry, with properties calculated with ωB97M-V/def2-TZVPD.

Geometry (Å):
C (3.333, 1.935, 0.059)
C (2.226, 1.683, -0.984)
C (1.728, 0.240, -0.968)
C (0.606, -0.095, -0.035)
C (-0.455, -0.794, -0.426)
C (-1.433, -1.373, 0.603)
C (-2.664, -0.872, 0.542)
O (-3.773, -1.299, 1.193)
H (3.907, 2.845, -0.095)
H (3.977, 1.059, 0.123)
H (2.872, 1.999, 1.047)
H (2.659, 1.894, -1.965)
H (1.396, 2.370, -0.799)
H (2.620, -0.347, -0.709)
H (1.462, -0.142, -1.959)
H (0.722, 0.108, 1.023)
H (-0.699, -1.066, -1.445)
H (-1.017, -2.245, 1.083)
H (-2.825, 0.003, -0.087)
H (-4.440, -0.593, 1.257)

Computed properties:
E_LUMO   0.81 eV
Structure (SMILES)   CCC/C=C/C=C/O
Net charge   0